## 1
ORCA calculation (the ωB97M-V functional and the def2-TZVPD basis) on a gas-phase ion, C4H9N4O (charge +1).

```
! RIJCOSX wB97M-V def2-TZVPD def2/J DEFGRID3
* xyz 1 1
C 1.852 -1.118 -0.568
C 1.098 1.027 -1.358
C -0.340 -0.415 0.088
C -2.167 0.534 1.200
N 2.008 -0.092 -1.317
N 0.132 0.904 -0.460
N 0.812 -1.349 0.220
N -1.064 -0.299 1.290
O 1.356 1.927 -2.048
H 2.378 -2.001 -0.714
H -0.976 -0.844 -0.624
H -2.765 0.408 2.077
H -1.953 1.639 1.425
H -2.697 0.498 0.259
H 2.820 -0.118 -1.975
H -0.596 1.636 -0.397
H 0.633 -2.199 0.805
H -0.531 -0.139 2.096
*
```

Summary:
HOMO-LUMO gap = 9.304 eV
SMILES string = CN[C@H]1NC(=O)NC=[NH+]1

***

## 2
ORCA calculation (the ωB97M-V functional and the def2-TZVPD basis) on a gas-phase ion, C4H9N4O (charge +1).

```
! RIJCOSX wB97M-V def2-TZVPD def2/J DEFGRID3
* xyz 1 1
C -0.850 -1.298 1.549
C -1.040 0.285 1.220
C 0.366 -0.470 -0.775
C -0.509 1.856 -0.593
N 2.463 -1.184 -1.327
N 1.501 -0.504 -1.410
N 0.307 -1.711 0.905
N -0.004 0.618 0.129
O -1.571 -1.840 2.344
H -2.003 0.663 0.654
H -0.936 0.834 2.190
H -0.322 -0.831 -1.455
H -0.855 2.652 0.032
H 0.374 2.172 -1.144
H -1.320 1.592 -1.376
H 3.250 -0.998 -2.046
H 0.207 -2.622 0.634
H 0.939 0.787 0.468
*
```

Summary:
HOMO-LUMO gap = 8.737 eV
SMILES string = [H]/N=C(\[O-])C[N@H+](C)C=[N+]=N

***

Stability summary - winner: 1; margin: 513.0 kJ/mol.

***

## 1
ORCA calculation (the ωB97M-V functional and the def2-TZVPD basis) on a molecular structure, C31H46N5O2S3SeSiZr.

```
! RIJCOSX wB97M-V def2-TZVPD def2/J DEFGRID3
* xyz 3 1
Zr 0.600 0.586 -0.419
C 2.505 0.714 -3.180
C 1.029 0.953 -3.470
N 0.411 1.927 -2.541
C 0.601 3.355 -2.913
C 2.018 3.910 -2.936
S 2.931 3.777 -1.370
C 4.300 2.664 -1.773
C 4.116 1.197 -1.383
N 2.792 0.593 -1.722
H 2.823 -0.183 -3.714
H 3.095 1.527 -3.580
H 0.916 1.271 -4.510
H 0.486 0.010 -3.360
H -0.592 1.793 -2.637
H 0.169 3.518 -3.905
H 0.009 3.938 -2.208
H 2.620 3.480 -3.733
H 1.940 4.973 -3.159
H 4.536 2.788 -2.829
H 5.167 3.044 -1.234
H 4.906 0.619 -1.871
H 4.254 1.086 -0.311
H 2.931 -0.397 -1.547
O -1.270 0.176 -1.230
S -2.624 -0.145 -1.940
C -2.406 -1.711 -2.816
C -2.442 -3.043 -2.086
C -1.234 -3.346 -1.198
C 0.049 -3.541 -2.012
S 1.504 -2.865 -1.214
O 1.083 -1.402 -0.905
C 1.486 -3.686 0.364
C 1.267 -5.056 0.446
C 1.376 -5.674 1.683
C 1.699 -4.931 2.810
C 1.927 -3.565 2.709
C 1.833 -2.934 1.481
C -3.849 -0.444 -0.724
C -5.044 0.236 -0.931
C -6.091 0.034 -0.044
C -5.929 -0.827 1.032
C -4.718 -1.487 1.240
C -3.666 -1.298 0.364
H -1.488 -1.543 -3.384
H -3.230 -1.656 -3.534
H -2.536 -3.813 -2.856
H -3.354 -3.110 -1.494
H -1.441 -4.246 -0.622
H -1.085 -2.538 -0.479
H 0.036 -3.026 -2.974
H 0.286 -4.584 -2.222
H 1.032 -5.652 -0.425
H 1.210 -6.740 1.761
H 1.782 -5.422 3.770
H 2.188 -2.994 3.590
H 2.019 -1.872 1.391
H -5.161 0.905 -1.776
H -7.029 0.551 -0.195
H -6.749 -0.984 1.720
H -4.604 -2.153 2.085
H -2.716 -1.785 0.539
Se -0.271 4.408 0.656
N 1.010 4.882 1.729
C 1.826 3.855 1.894
C 2.976 3.779 2.729
C 3.625 2.581 2.768
C 3.193 1.484 1.973
N 2.161 1.517 1.163
C 1.459 2.684 1.167
N 0.359 2.752 0.437
H 3.294 4.635 3.310
H 4.494 2.445 3.397
H 3.757 0.558 2.010
C -0.469 2.074 3.691
Si -1.427 0.843 2.639
C -2.212 -0.369 3.807
C -2.798 1.699 1.670
C -0.223 -0.091 1.505
H -0.853 2.034 4.712
H -0.581 3.111 3.368
H 0.594 1.829 3.755
H -2.929 0.129 4.464
H -1.456 -0.840 4.441
H -2.744 -1.162 3.277
H -3.185 2.550 2.235
H -3.638 1.017 1.520
H -2.488 2.056 0.685
H 0.583 -0.418 2.176
H -0.733 -1.017 1.201
*
```

Summary:
HOMO-LUMO gap = 6.933 eV

***

## 2
ORCA calculation (the ωB97M-V functional and the def2-TZVPD basis) on a molecular structure, C31H46N5O2S3SeSiZr.

```
! RIJCOSX wB97M-V def2-TZVPD def2/J DEFGRID3
* xyz 3 1
Zr 0.467 0.465 0.127
C -2.318 1.594 2.045
C -1.091 2.233 2.658
N 0.072 1.320 2.612
C 0.087 0.364 3.747
C -0.910 -0.787 3.654
S -0.969 -1.524 2.000
C -2.696 -1.325 1.470
C -2.890 -0.198 0.457
N -2.002 0.953 0.744
H -3.094 2.347 1.920
H -2.729 0.844 2.710
H -1.310 2.537 3.683
H -0.836 3.132 2.107
H 0.890 1.902 2.770
H -0.109 0.901 4.677
H 1.096 -0.026 3.823
H -1.919 -0.496 3.936
H -0.610 -1.565 4.354
H -3.293 -1.190 2.370
H -3.016 -2.270 1.032
H -3.939 0.101 0.470
H -2.659 -0.547 -0.544
H -2.207 1.637 0.028
O 1.911 -0.639 1.176
S 2.783 -1.362 2.232
C 2.257 -3.097 2.231
C 2.601 -3.937 1.003
C 1.942 -3.483 -0.304
C 0.449 -3.827 -0.357
S -0.513 -2.701 -1.376
O -0.194 -1.285 -0.840
C 0.343 -2.855 -2.923
C 0.691 -4.109 -3.413
C 1.260 -4.191 -4.674
C 1.474 -3.043 -5.426
C 1.112 -1.798 -4.926
C 0.531 -1.700 -3.672
C 4.412 -1.553 1.601
C 5.368 -1.848 2.568
C 6.658 -2.130 2.151
C 6.971 -2.107 0.795
C 6.000 -1.796 -0.150
C 4.700 -1.511 0.248
H 1.186 -3.054 2.435
H 2.746 -3.485 3.130
H 2.316 -4.964 1.245
H 3.682 -3.952 0.861
H 2.456 -3.938 -1.146
H 2.066 -2.409 -0.414
H -0.044 -3.759 0.611
H 0.243 -4.824 -0.753
H 0.513 -5.018 -2.851
H 1.532 -5.162 -5.070
H 1.923 -3.121 -6.408
H 1.277 -0.906 -5.519
H 0.259 -0.740 -3.257
H 5.122 -1.853 3.627
H 7.420 -2.361 2.884
H 7.983 -2.324 0.476
H 6.256 -1.772 -1.202
H 3.934 -1.269 -0.478
Se -1.561 1.575 -3.378
N -1.410 3.310 -3.437
C -0.828 3.706 -2.315
C -0.490 5.041 -1.933
C 0.145 5.194 -0.738
C 0.448 4.071 0.078
N 0.119 2.832 -0.208
C -0.508 2.650 -1.409
N -0.822 1.420 -1.755
H -0.721 5.878 -2.582
H 0.445 6.174 -0.393
H 0.976 4.225 1.015
C 5.152 1.582 -1.147
Si 3.345 1.920 -0.966
C 3.063 2.227 0.896
C 2.974 3.459 -1.946
C 2.059 0.631 -1.456
H 5.663 2.551 -1.188
H 5.393 1.052 -2.075
H 5.567 1.025 -0.309
H 3.250 3.269 1.173
H 3.722 1.596 1.498
H 2.035 1.994 1.203
H 3.278 4.372 -1.419
H 1.922 3.554 -2.232
H 3.551 3.423 -2.879
H 1.658 0.950 -2.421
H 2.483 -0.362 -1.624
*
```

Summary:
HOMO-LUMO gap = 7.038 eV

***

Stability summary - winner: 2; margin: 35.6 kJ/mol.

***

## 1
ORCA calculation (the ωB97M-V functional and the def2-TZVPD basis) on a gas-phase ion, C4H5N6 (charge -1).

```
! RIJCOSX wB97M-V def2-TZVPD def2/J DEFGRID3
* xyz -1 1
C 0.065 0.652 -0.614
C -0.850 -0.250 -0.125
C 1.523 0.061 0.864
C -2.151 -0.266 -0.865
N -0.679 -0.808 1.135
N 1.119 -1.073 2.662
N 2.639 0.065 1.576
N 2.395 -0.640 2.654
N 0.605 -0.606 1.553
N 0.650 1.198 -1.723
H -2.329 0.651 -1.500
H -2.285 -1.131 -1.377
H -2.920 -0.296 -0.157
H 0.847 0.521 -2.464
H 1.372 1.923 -1.617
*
```

Summary:
HOMO-LUMO gap = 6.733 eV

***

## 2
ORCA calculation (the ωB97M-V functional and the def2-TZVPD basis) on a gas-phase ion, C4H5N6 (charge -1).

```
! RIJCOSX wB97M-V def2-TZVPD def2/J DEFGRID3
* xyz -1 1
C -0.115 -0.304 -0.615
C -0.038 -0.541 0.708
C 0.102 1.373 -0.742
C -0.158 -1.871 1.392
N 0.182 0.617 1.448
N 0.238 2.539 -1.361
N 0.417 3.439 -0.399
N 0.418 2.922 0.764
N 0.222 1.618 0.587
N -0.374 -1.075 -1.744
H -0.998 -2.513 0.977
H 0.662 -2.575 1.065
H -0.141 -1.689 2.566
H -0.789 -0.424 -2.475
H 0.372 -1.516 -2.171
*
```

Summary:
HOMO-LUMO gap = 6.824 eV

***

Stability summary - winner: 2; margin: 202.8 kJ/mol.